Entry from the OMol25 dataset: 8 unconnected molecules or ions with the total composition C24H41N3O18 (ωB97M-V with the def2-TZVPD basis set).

Element x y z (Å)
O  -16.137  -7.331  17.935
O  -12.347  3.096  17.720
O  -13.946  -1.902  14.438
O  -10.317  2.894  16.581
O  -14.019  -2.618  19.307
O  -14.957  -3.670  15.390
O  -12.723  -3.423  15.624
O  -11.643  1.155  17.087
O  -14.368  0.895  12.708
O  -13.901  2.565  14.142
O  -13.367  -6.135  18.503
O  -15.192  -3.393  11.916
O  -15.852  1.475  14.221
O  -12.347  -3.621  20.277
O  -10.009  -0.493  14.038
O  -16.711  -7.456  20.038
O  -11.930  -2.150  18.662
O  -16.411  -5.415  19.042
N  -13.694  -4.883  11.259
N  -11.198  -6.701  18.124
N  -8.957  1.209  12.951
C  -15.582  0.113  12.369
C  -12.719  -4.362  12.163
C  -11.669  -2.586  15.076
C  -16.454  -6.760  19.096
C  -9.527  0.635  14.042
C  -12.686  -2.727  19.357
C  -13.507  -4.195  20.900
C  -12.504  -6.912  18.118
C  -11.300  2.440  17.108
C  -16.150  -5.002  17.644
C  -14.597  -3.302  20.444
C  -14.937  -4.356  11.195
C  -16.412  0.341  13.551
C  -14.609  1.751  13.711
C  -13.930  -3.066  15.137
C  -12.500  -1.494  14.289
C  -13.137  -5.778  10.246
C  -8.953  0.594  11.626
C  -15.942  -6.365  16.879
C  -12.518  0.935  18.224
C  -10.741  -5.431  18.603
C  -13.341  2.152  18.130
C  -8.342  2.569  13.016
C  -10.351  -7.857  18.064
H  -7.917  0.443  11.270
H  -16.370  -0.453  14.336
H  -12.263  -1.510  13.197
H  -13.393  -4.238  22.014
H  -15.235  -4.396  17.641
H  -8.589  3.123  12.087
H  -16.666  -6.534  16.066
H  -10.980  -3.179  14.428
H  -10.579  -5.482  19.635
H  -12.876  -6.762  10.672
H  -11.999  0.983  19.184
H  -12.427  -0.495  14.672
H  -11.012  -8.717  18.134
H  -14.877  -2.545  21.194
H  -12.965  -0.069  18.202
H  -15.456  -3.839  20.123
H  -14.943  -6.382  16.477
H  -17.479  0.551  13.368
H  -12.835  -7.900  17.671
H  -9.498  1.324  10.967
H  -13.579  -5.222  20.562
H  -12.192  -5.510  9.769
H  -8.862  3.020  13.891
H  -9.485  -0.280  11.729
H  -9.552  1.288  14.905
H  -15.695  -4.906  10.580
H  -11.440  -4.694  18.269
H  -11.069  -2.209  15.892
H  -13.892  -5.897  9.521
H  -9.544  -7.871  17.261
H  -17.012  -4.365  17.266
H  -16.068  0.500  11.518
H  -15.362  -1.002  12.269
H  -13.858  2.457  19.053
H  -9.793  -7.804  19.029
H  -14.104  2.120  17.386
H  -12.610  -3.311  12.078
H  -7.237  2.567  13.226
H  -11.782  -4.810  12.000
H  -13.135  -4.623  13.147
H  -9.774  -5.134  18.117

LUMO level = 0.39 eV
largest force on an atom = 0.0713 Eh/bohr
SMILES = O=C1OCCO1.O=C1OCCO1.O=C1OCCO1.O=C1OCCO1.O=C1OCCO1.CN(C)C=O.CN(C)C=O.CN(C)C=O